<w>
DFT (ωB97M-V/def2-TZVPD) results for 17 unconnected molecules or ions with the total composition C68H187N17O17.

The value obtained for the HOMO-LUMO gap is 0.3311 Eh.

Structure (XYZ):
```
289
C68H187N17O17 ωB97M-V/def2-TZVPD
C -15.73915 -19.90199 13.43862
C -16.58028 -20.51591 12.33786
C -18.10899 -20.10794 12.19334
O -18.79376 -20.73036 13.31974
C -20.17646 -20.42515 13.34472
N -15.83694 -20.27947 11.11248
H -14.76256 -20.38134 13.50639
H -16.29136 -19.81003 14.37388
H -15.61461 -18.91777 12.98706
H -16.62636 -21.58376 12.55161
H -18.55703 -20.57624 11.31696
H -18.17837 -19.02015 12.19652
H -20.66891 -20.95148 14.16237
H -20.62458 -20.76488 12.41098
H -20.27287 -19.34841 13.48413
H -16.35479 -20.72565 10.36893
H -15.77903 -19.30485 10.85392
C -23.05520 -19.76295 18.93129
C -21.98428 -20.79293 19.24732
C -20.51215 -20.34715 19.13624
O -20.02630 -19.95122 17.83034
C -18.68095 -19.49009 17.88538
N -22.29460 -21.33922 20.48734
H -23.01630 -19.36458 17.91744
H -23.05792 -19.05442 19.75959
H -24.03982 -20.22991 18.95506
H -22.02481 -21.60070 18.51659
H -19.84351 -21.10556 19.54347
H -20.45390 -19.46440 19.77300
H -18.56583 -18.61537 18.52547
H -18.33520 -19.20174 16.89270
H -17.98793 -20.27849 18.17907
H -22.09508 -20.68567 21.23109
H -23.23597 -21.66401 20.65595
C -13.03152 -22.91226 7.64791
C -12.95194 -22.07174 6.38229
C -11.63369 -22.01598 5.59436
O -10.48759 -21.77732 6.39402
C -10.33674 -20.41044 6.79561
N -14.10462 -22.51465 5.56632
H -13.94554 -22.83702 8.23698
H -12.15214 -22.61602 8.21977
H -13.08665 -23.97135 7.39613
H -13.17081 -21.03322 6.63065
H -11.75787 -21.30035 4.78161
H -11.51493 -23.02753 5.20609
H -10.47728 -19.74028 5.94753
H -9.28511 -20.24456 7.02938
H -10.94809 -20.26363 7.68600
H -14.11003 -22.10155 4.64468
H -14.09763 -23.52289 5.50708
C -19.16169 -14.77238 20.11956
C -20.54704 -15.06705 19.64424
C -20.62818 -16.13201 18.51140
O -21.95273 -16.21376 17.99510
C -22.06564 -16.95666 16.84080
N -21.26210 -15.44225 20.82947
H -19.07306 -13.90099 20.76834
H -18.55848 -14.68506 19.21589
H -18.82324 -15.60513 20.73606
H -21.08983 -14.18012 19.31739
H -20.39103 -17.15856 18.79078
H -19.94647 -15.87491 17.70067
H -21.70149 -16.52892 15.90670
H -23.10006 -17.21863 16.61843
H -21.53572 -17.90252 16.95318
H -21.47355 -14.51269 21.16307
H -22.18636 -15.82213 20.68269
C -12.71130 -17.96507 6.37235
C -13.77220 -16.93999 6.00248
C -13.56145 -16.35475 4.60837
O -14.53427 -15.29668 4.43848
C -14.37865 -14.51695 3.23096
N -15.09646 -17.50537 6.12368
H -12.88719 -18.49356 7.30930
H -11.73655 -17.48170 6.43797
H -12.57750 -18.74927 5.62722
H -13.75681 -16.08759 6.68166
H -13.73547 -17.15626 3.89045
H -12.54090 -15.97974 4.53122
H -14.38657 -15.21172 2.39113
H -13.44147 -13.96349 3.17185
H -15.20965 -13.81323 3.18280
H -15.67258 -16.72540 5.84114
H -15.07800 -18.06730 5.28464
C -16.77899 -21.42052 8.11331
C -17.39441 -20.98496 6.76772
C -18.56104 -19.92770 6.86439
O -19.48773 -20.24005 7.94426
C -20.58078 -19.35274 8.03843
N -16.32184 -20.31824 6.05488
H -16.05468 -20.69338 8.48039
H -16.17264 -22.31375 7.96303
H -17.56615 -21.58020 8.85018
H -17.67026 -21.81411 6.11617
H -19.05322 -19.84029 5.89577
H -18.13364 -18.94942 7.08438
H -21.25354 -19.50417 7.19430
H -20.36700 -18.28487 7.99290
H -21.15470 -19.54048 8.94588
H -15.99550 -19.54645 6.61875
H -15.59744 -21.01868 6.12355
C -12.87520 -22.57982 15.25825
C -11.88946 -21.45080 15.67343
C -12.63664 -20.14146 15.90554
O -13.64090 -20.33751 16.94992
C -14.28679 -19.05259 17.20967
N -11.04141 -21.87716 16.79164
H -12.42732 -23.34101 14.61943
H -13.69310 -22.07063 14.74847
H -13.26785 -23.09705 16.13369
H -11.22968 -21.25299 14.82864
H -13.15624 -19.82001 15.00289
H -11.87317 -19.42423 16.20688
H -14.97695 -18.86142 16.38794
H -13.63159 -18.19341 17.35328
H -14.79740 -19.10854 18.17105
H -11.71621 -21.72129 17.52679
H -10.35125 -21.15677 16.94916
C -25.18924 -17.44095 11.47157
C -25.76303 -17.42528 12.88365
C -27.02829 -16.53824 13.13206
O -26.72874 -15.14818 13.02853
C -27.39258 -14.37167 13.97913
N -26.12964 -18.76932 13.23795
H -25.87444 -17.87226 10.74180
H -24.33140 -18.10267 11.35187
H -24.87345 -16.47201 11.08487
H -25.01378 -17.03560 13.57276
H -27.47348 -16.84648 14.07805
H -27.83259 -16.74919 12.42729
H -27.08775 -14.46604 15.02138
H -28.45081 -14.54049 13.77978
H -27.20184 -13.32700 13.73341
H -26.95770 -19.07787 12.74886
H -25.34555 -19.36678 13.01803
C -20.58105 -23.68816 14.94419
C -19.36543 -24.13286 15.75950
C -18.37983 -22.93595 15.96121
O -17.10281 -23.32330 16.39216
C -16.10959 -22.30754 16.34276
N -19.70030 -24.61830 17.09252
H -21.04295 -22.86861 15.49472
H -21.21410 -24.55847 14.77130
H -20.46378 -23.25328 13.95161
H -18.86650 -24.91187 15.18303
H -18.81169 -22.17216 16.60791
H -18.24838 -22.42159 15.00924
H -15.83033 -22.18004 15.29689
H -15.21433 -22.49673 16.93507
H -16.65287 -21.50998 16.84956
H -20.22807 -23.90249 17.57125
H -18.85979 -24.70603 17.64566
C -23.93161 -25.70086 9.57351
C -24.29029 -26.64505 10.76460
C -25.22163 -25.89895 11.75642
O -24.77888 -24.64186 12.22307
C -23.92533 -24.66322 13.30599
N -24.92921 -27.81023 10.19112
H -24.83200 -25.30745 9.10168
H -23.24187 -26.21256 8.90230
H -23.38062 -24.83986 9.95189
H -23.38356 -26.96511 11.27792
H -25.57346 -26.54324 12.56214
H -26.11153 -25.71956 11.15311
H -22.90207 -24.95033 13.06390
H -24.28675 -25.28734 14.12327
H -23.82807 -23.64984 13.69550
H -25.02842 -28.42549 10.98592
H -25.87707 -27.70424 9.85881
C -15.27197 -24.03482 13.23687
C -16.55636 -24.40761 12.49761
C -16.42057 -24.23186 10.94174
O -17.54602 -24.71130 10.19687
C -18.75347 -23.87855 10.22500
N -16.79170 -25.74178 12.84637
H -14.43469 -24.58064 12.80196
H -15.27020 -24.27171 14.30082
H -15.15547 -22.95139 13.21026
H -17.39011 -23.84716 12.92054
H -15.52473 -24.72956 10.57045
H -16.14437 -23.22533 10.62757
H -19.49823 -24.21207 10.94763
H -19.17836 -23.98505 9.22689
H -18.56053 -22.81197 10.34026
H -17.61765 -26.08000 12.37360
H -16.00298 -26.31761 12.58862
C -14.23486 -15.74776 9.96079
C -15.17147 -17.04440 10.12850
C -16.68813 -16.73447 9.72066
O -17.35793 -15.82490 10.56439
C -18.59239 -15.36500 10.10204
N -14.77266 -18.09715 9.21881
H -13.20348 -15.86251 10.29423
H -14.63163 -14.95777 10.59843
H -14.19594 -15.35673 8.94408
H -15.03835 -17.44783 11.13231
H -17.18812 -17.70225 9.68153
H -16.66778 -16.33798 8.70553
H -18.43357 -14.65351 9.29170
H -19.08463 -14.89604 10.95402
H -19.28376 -16.17370 9.86512
H -13.92253 -18.59546 9.44031
H -14.72775 -17.81375 8.25042
C -17.77825 -16.70878 13.94394
C -18.25567 -15.61383 14.94981
C -17.22507 -15.20069 15.94103
O -17.00543 -16.28547 16.85582
C -15.84473 -16.13952 17.70345
N -18.77258 -14.53778 14.11806
H -16.79527 -16.44999 13.55040
H -18.44636 -17.02917 13.14452
H -17.61727 -17.61536 14.52730
H -19.09842 -15.97736 15.53779
H -17.66716 -14.37468 16.49813
H -16.31673 -14.80261 15.48877
H -14.88901 -16.05316 17.18650
H -15.67793 -16.94515 18.41846
H -16.01775 -15.29924 18.37583
H -19.65124 -14.80059 13.69499
H -19.08930 -13.81730 14.75108
C -11.79596 -19.25244 11.87894
C -11.55963 -20.56005 11.04683
C -11.51475 -21.78192 11.99132
O -11.07161 -22.92919 11.28118
C -11.00276 -24.09748 12.12598
N -12.72150 -20.64904 10.21629
H -12.02431 -18.36980 11.28151
H -10.98413 -19.05371 12.57861
H -12.62132 -19.37280 12.58065
H -10.59993 -20.42426 10.54819
H -12.46742 -21.93197 12.49927
H -10.78398 -21.52070 12.75673
H -10.51671 -24.91227 11.58935
H -11.99292 -24.39383 12.47218
H -10.34599 -24.02944 12.99324
H -12.65460 -21.49707 9.67181
H -13.58454 -20.75543 10.73005
C -14.49887 -12.74290 14.52897
C -13.49994 -13.00993 13.39627
C -13.13843 -14.45368 13.23410
O -12.71083 -14.87680 14.49744
C -12.72787 -16.33253 14.60377
N -14.10574 -12.50766 12.16835
H -15.57032 -12.65668 14.34825
H -14.13545 -11.86772 15.06757
H -14.52814 -13.41837 15.38394
H -12.55627 -12.50723 13.60817
H -12.32807 -14.55067 12.51160
H -13.97677 -15.04177 12.86068
H -13.74108 -16.70078 14.76474
H -12.26588 -16.61803 15.54884
H -12.16286 -16.81199 13.80440
H -15.00440 -12.96401 12.10309
H -14.49313 -11.61848 12.45012
C -23.58341 -21.55975 9.84697
C -24.97577 -21.41275 10.39377
C -26.03003 -22.46755 9.81683
O -27.36539 -22.16945 10.22874
C -28.23210 -23.11119 9.70060
N -24.93887 -21.59529 11.83331
H -23.61609 -21.24372 8.80430
H -23.21260 -22.57385 9.99597
H -22.80166 -20.99582 10.35585
H -25.29579 -20.41748 10.08535
H -25.73389 -23.47548 10.10747
H -25.98219 -22.48944 8.72810
H -28.04621 -24.04950 10.22321
H -28.16916 -23.19610 8.61573
H -29.24593 -22.78680 9.93513
H -24.73875 -22.57032 12.00470
H -25.90250 -21.62391 12.13446
C -24.89292 -26.14087 17.93819
C -23.71495 -25.56828 17.13269
C -23.78459 -24.01324 17.08515
O -24.85648 -23.51341 16.24457
C -25.19526 -22.13308 16.50767
N -22.56308 -26.13468 17.77768
H -24.74025 -25.71053 18.92794
H -24.81945 -27.22713 17.88593
H -25.83021 -25.72193 17.57202
H -23.69736 -25.93304 16.10568
H -22.87530 -23.67890 16.58563
H -23.86235 -23.53013 18.05915
H -25.74979 -21.95727 17.42946
H -25.95447 -21.81732 15.79213
H -24.34060 -21.46146 16.42653
H -22.61918 -27.14193 17.82669
H -21.71301 -25.79353 17.35213
```


<x>
DFT (ωB97M-V/def2-TZVPD) results for 17 unconnected molecules or ions with the total composition C68H187N17O17.

The value obtained for the HOMO-LUMO gap is 0.3305 Eh.

Structure (XYZ):
```
289
C68H187N17O17 ωB97M-V/def2-TZVPD
C -5.64467 0.26081 14.78862
C -6.01739 1.33328 13.79819
C -5.44333 2.71121 14.32016
O -5.76323 3.73154 13.44564
C -5.86556 5.02307 14.06256
N -5.62151 0.85460 12.49224
H -4.64056 0.44453 15.17086
H -5.71443 -0.70695 14.29198
H -6.26647 0.25397 15.68382
H -7.08835 1.53582 13.80918
H -4.37028 2.61021 14.48282
H -5.93032 2.89744 15.27737
H -5.93206 5.89034 13.40566
H -4.99114 5.27995 14.66046
H -6.65876 4.93398 14.80485
H -5.91765 1.61337 11.89502
H -6.26825 0.09261 12.34669
C 0.57582 0.52267 18.67072
C 1.46912 1.52806 17.99203
C 0.71164 2.76561 17.46405
O 1.55477 3.61087 16.66422
C 0.96680 4.70965 16.04298
N 2.49904 1.98876 18.92894
H 0.07022 0.95195 19.53571
H 1.05671 -0.36603 19.07944
H -0.16954 0.11434 17.98823
H 1.82961 0.98901 17.11593
H 0.20414 3.26133 18.29160
H 0.00509 2.45056 16.69619
H 1.66406 5.10243 15.30294
H 0.77089 5.37923 16.88047
H 0.04080 4.42842 15.54144
H 3.01600 2.79659 18.61225
H 2.00779 2.24732 19.77270
C -16.09114 17.43174 22.55199
C -15.32397 18.81857 22.63000
C -14.80878 19.37345 21.28779
O -13.80898 18.52921 20.72124
C -13.29524 18.90471 19.40609
N -16.22469 19.81101 23.13397
H -16.50339 17.12296 23.51261
H -15.35522 16.68657 22.24993
H -16.88008 17.39271 21.80089
H -14.50281 18.68851 23.33489
H -14.31044 20.32800 21.45686
H -15.61348 19.53208 20.56986
H -14.07924 19.12175 18.68062
H -12.65873 18.10955 19.01792
H -12.69382 19.81100 19.47675
H -16.51234 19.53353 24.06153
H -15.89078 20.76069 23.21588
C -7.49816 15.93348 23.29401
C -8.92688 16.52240 23.31043
C -9.06179 17.91135 23.86389
O -8.64760 17.94969 25.23029
C -9.55559 17.55672 26.17882
N -9.39258 16.46714 21.90818
H -7.08062 15.95192 24.30070
H -6.77230 16.42539 22.64651
H -7.48504 14.91917 22.89513
H -9.55328 15.88123 23.93061
H -10.06866 18.32227 23.78990
H -8.46910 18.58219 23.24196
H -8.93968 17.49759 27.07618
H -10.02354 16.60520 25.92640
H -10.20022 18.41817 26.35328
H -8.81510 17.04310 21.31246
H -10.30016 16.90922 21.87703
C -1.79387 7.04780 28.16134
C -1.35649 7.79413 26.93467
C -2.27805 8.94041 26.40863
O -3.59699 8.48123 26.33377
C -4.58677 9.40432 25.87941
N 0.02969 8.21340 27.26558
H -2.74727 6.54115 28.01145
H -1.87213 7.83758 28.90847
H -1.06077 6.27539 28.39383
H -1.30730 7.08370 26.10946
H -1.86755 9.27431 25.45568
H -2.18293 9.84569 27.00824
H -4.77319 10.18162 26.62046
H -5.46807 8.79665 25.67410
H -4.24738 9.85498 24.94677
H 0.35374 8.86216 26.56258
H 0.65398 7.43927 27.08927
C 3.35373 16.21710 12.04568
C 2.89862 15.16232 10.99073
C 4.03137 14.66669 10.09870
O 3.58100 13.71861 9.13511
C 4.60646 13.28234 8.24454
N 2.42239 13.99398 11.65798
H 4.20641 15.88005 12.63513
H 2.55139 16.58476 12.68535
H 3.60264 17.12085 11.48947
H 2.10871 15.58841 10.37220
H 4.74527 14.22160 10.79177
H 4.48040 15.48408 9.53450
H 4.85119 14.00434 7.46549
H 4.34663 12.40703 7.64919
H 5.51224 13.05665 8.80732
H 2.79161 13.23947 11.09718
H 2.92683 13.94337 12.53152
C 5.05224 10.48816 22.02706
C 4.18145 11.64765 22.45161
C 3.12856 12.18990 21.41591
O 3.67537 12.83611 20.27392
C 2.73984 13.37466 19.37158
N 3.44483 11.30801 23.67553
H 5.62749 10.33246 22.93973
H 5.75698 10.78313 21.24962
H 4.42073 9.67478 21.66969
H 4.82705 12.50657 22.63472
H 2.52260 12.96079 21.89196
H 2.44496 11.38005 21.16111
H 2.21164 14.16887 19.89914
H 1.97780 12.65965 19.06151
H 3.26696 13.79136 18.51331
H 4.18613 11.02437 24.30013
H 3.12424 12.14396 24.14298
C -12.37124 2.65084 15.76363
C -12.46395 3.91535 16.60339
C -12.03286 5.14370 15.78437
O -12.11846 6.30559 16.61351
C -11.51743 7.41804 15.93048
N -13.82556 4.06528 17.15674
H -12.81161 1.83505 16.33693
H -11.33587 2.35612 15.59258
H -12.98020 2.67722 14.85999
H -11.88734 3.87812 17.52764
H -12.64280 5.42220 14.92499
H -11.07833 4.92641 15.30503
H -11.67813 8.24713 16.61960
H -11.90843 7.67095 14.94496
H -10.42875 7.37800 15.89498
H -13.91526 3.48139 17.97597
H -13.86232 5.01013 17.51172
C 4.98744 9.36132 14.73261
C 5.87613 10.18980 13.80999
C 5.75315 9.78531 12.32737
O 6.06881 8.42403 12.20210
C 5.87488 7.91208 10.95081
N 5.67249 11.56090 14.11152
H 3.90654 9.45890 14.63160
H 5.15541 9.68785 15.75890
H 5.24298 8.30184 14.74980
H 6.89497 9.91649 14.08452
H 6.51022 10.32009 11.75383
H 4.78431 9.99615 11.87460
H 4.81526 7.67900 10.84612
H 6.49354 7.03176 10.77642
H 6.01678 8.64835 10.15968
H 6.30940 12.06580 13.51193
H 6.01196 11.73463 15.04678
C -3.73913 22.36120 12.74573
C -2.53249 21.58898 13.27721
C -2.26971 20.30747 12.47979
O -3.26191 19.33582 12.68884
C -2.89056 17.97483 12.64733
N -1.35566 22.47301 13.16544
H -3.75127 22.36942 11.65583
H -3.68948 23.38508 13.11627
H -4.66076 21.96106 13.16832
H -2.53143 21.52392 14.36527
H -1.26321 19.99177 12.75436
H -2.13394 20.50875 11.41718
H -2.22179 17.70882 13.46592
H -2.41160 17.75865 11.69235
H -3.69788 17.25815 12.79798
H -0.51764 21.98253 13.44341
H -1.20779 22.54944 12.16925
C -6.08957 5.62652 21.36033
C -4.62734 5.53128 21.77426
C -3.74346 6.72133 21.29469
O -2.33452 6.36813 21.65942
C -1.40520 7.29360 21.21187
N -4.62142 5.52741 23.20687
H -6.65746 6.47295 21.74652
H -6.62930 4.68817 21.48795
H -6.13086 5.85471 20.29528
H -4.12979 4.68283 21.30449
H -4.04659 7.66603 21.74608
H -3.94865 6.94348 20.24748
H -1.52531 7.72482 20.21802
H -0.36899 6.95540 21.21475
H -1.42956 8.19636 21.82222
H -3.62159 5.56486 23.34485
H -4.98078 6.44894 23.41115
C -12.17064 6.76026 22.39302
C -12.71551 8.11930 21.89119
C -11.63267 9.18798 21.41138
O -10.79336 9.63113 22.46773
C -11.26181 10.61255 23.37837
N -13.62352 7.89569 20.75696
H -11.49395 6.94200 23.22798
H -11.47806 6.27692 21.70394
H -13.00653 6.12280 22.68120
H -13.22360 8.58667 22.73470
H -12.10684 10.01198 20.87819
H -10.98149 8.68547 20.69615
H -10.40192 10.81724 24.01616
H -12.14782 10.34819 23.95560
H -11.53889 11.53441 22.86697
H -13.09774 7.67282 19.92392
H -13.89817 8.84732 20.55930
C -0.85500 9.28441 10.54333
C -1.53892 9.66232 9.20153
C -2.60503 10.70810 9.36552
O -3.56737 10.19020 10.21022
C -4.70219 11.02477 10.44031
N -0.40363 10.12895 8.39424
H -1.56814 8.74003 11.16235
H -0.50695 10.12019 11.15030
H 0.03863 8.67581 10.40499
H -1.99945 8.78486 8.74759
H -3.04265 10.89248 8.38438
H -2.16650 11.63788 9.72790
H -4.43772 11.97479 10.90465
H -5.39734 10.44656 11.04900
H -5.19145 11.23512 9.48927
H 0.04094 10.82856 8.97131
H -0.73272 10.70007 7.62899
C -6.32994 11.51148 18.56661
C -6.22093 12.74919 17.64780
C -5.32842 12.63945 16.35425
O -4.05615 12.19180 16.66848
C -3.30351 11.50318 15.59744
N -7.52296 13.24671 17.31190
H -6.99670 11.73972 19.39813
H -5.36281 11.30594 19.02545
H -6.62575 10.64413 17.97642
H -5.73944 13.51247 18.25908
H -5.24973 13.55994 15.77581
H -5.77940 11.99143 15.60273
H -3.06840 12.15159 14.75342
H -3.95032 10.74326 15.15896
H -2.39902 11.00709 15.94943
H -8.03005 13.27667 18.18485
H -7.48834 14.22777 17.07437
C -7.09216 19.83403 16.27330
C -6.84723 20.78348 17.37780
C -7.65715 22.13684 17.09270
O -7.70396 22.98426 18.23011
C -6.47339 23.60598 18.58932
N -7.02933 20.03017 18.61863
H -8.05208 19.31769 16.27805
H -6.50201 18.91902 16.22225
H -7.01160 20.34140 15.31195
H -5.79608 21.06701 17.32486
H -8.69558 21.81448 17.01637
H -7.41987 22.75247 16.22507
H -6.11528 24.27780 17.80927
H -5.70989 22.89047 18.89462
H -6.68361 24.19048 19.48501
H -6.89456 20.74117 19.32320
H -6.19129 19.48326 18.75534
C -1.74382 17.68769 23.20776
C -1.07674 18.61461 22.25651
C -1.93116 19.25080 21.12669
O -2.77678 18.27013 20.46282
C -2.20255 17.50758 19.45391
N -0.36223 19.61176 23.04072
H -0.97882 17.33020 23.89702
H -2.11257 16.82450 22.65367
H -2.50499 18.23620 23.76259
H -0.28472 18.00612 21.82003
H -1.39914 19.85484 20.39172
H -2.61805 19.90745 21.66062
H -1.50352 16.80035 19.90031
H -1.70227 18.05034 18.65189
H -2.91729 16.87126 18.93203
H 0.00538 19.13154 23.84964
H -1.00740 20.31382 23.37386
C -13.40975 18.73758 12.85302
C -13.93949 17.59799 12.02537
C -13.58069 16.15965 12.49011
O -12.19528 15.92718 12.28999
C -11.73365 14.61881 12.64451
N -15.37874 17.61289 11.86158
H -13.98252 18.74494 13.78036
H -13.58694 19.71960 12.41443
H -12.32516 18.71521 12.95920
H -13.60905 17.75455 10.99854
H -14.21400 15.38000 12.06681
H -13.78121 16.09181 13.55935
H -12.47217 13.88371 12.32466
H -11.66853 14.62766 13.73254
H -10.76399 14.30550 12.25763
H -15.86226 17.17085 12.63029
H -15.61278 17.01284 11.08360
```


If you had to bet on the most stable structure above, which would it be? Bet on <w>.